No. 1
{
  "formula": "C21H23F2NS2",
  "method": "ωB97M-V with the def2-TZVPD basis set",
  "symbols": ["C", "C", "C", "C", "C", "C", "S", "C", "S", "N", "C", "C", "C", "C", "C", "C", "C", "C", "C", "C", "C", "F", "C", "C", "C", "F", "H", "H", "H", "H", "H", "H", "H", "H", "H", "H", "H", "H", "H", "H", "H", "H", "H", "H", "H", "H", "H", "H", "H"],
  "xyz": [[5.630, 3.944, -2.070], [4.733, 2.966, -1.387], [5.195, 1.793, -0.774], [4.319, 0.855, -0.227], [2.919, 1.058, -0.265], [1.964, 0.034, 0.273], [0.557, -0.861, -1.048], [-0.324, -2.334, -0.755], [0.502, -3.634, -0.122], [-1.654, -2.459, -1.141], [-2.306, -3.674, -0.675], [-3.741, -3.878, -1.165], [-4.592, -2.617, -1.040], [-3.860, -1.428, -1.677], [-2.458, -1.244, -1.083], [1.034, 0.422, 1.365], [0.351, -0.628, 1.999], [-0.854, -0.398, 2.623], [-1.358, 0.899, 2.772], [-2.668, 1.146, 3.420], [-0.571, 1.949, 2.298], [-1.069, 3.223, 2.413], [0.634, 1.745, 1.636], [2.459, 2.261, -0.822], [3.360, 3.181, -1.353], [2.885, 4.345, -1.911], [6.648, 3.559, -2.111], [5.314, 4.108, -3.109], [5.636, 4.923, -1.568], [6.276, 1.619, -0.737], [4.720, -0.010, 0.316], [2.502, -0.904, 0.474], [-2.312, -3.668, 0.432], [-1.719, -4.555, -0.985], [-4.191, -4.686, -0.575], [-3.730, -4.215, -2.210], [-5.554, -2.781, -1.542], [-4.815, -2.403, 0.017], [-3.789, -1.601, -2.764], [-4.445, -0.506, -1.526], [-2.573, -0.944, -0.026], [-1.950, -0.421, -1.610], [0.775, -1.638, 1.993], [-1.433, -1.239, 3.005], [-2.984, 0.239, 3.939], [-2.631, 1.991, 4.114], [-3.451, 1.364, 2.683], [1.225, 2.599, 1.308], [1.394, 2.504, -0.802]],
  "forces_ev_per_a": [[0.27, 0.29, -0.24], [-0.38, -0.31, 0.17], [-0.13, 0.01, 0.05], [-0.39, -0.12, 0.30], [0.02, 0.24, -0.98], [0.29, -1.86, 0.87], [0.21, 2.50, -1.87], [0.30, -1.65, 0.67], [0.20, 0.23, 0.20], [1.32, 0.86, 0.37], [-0.43, -0.97, 0.29], [0.01, 0.31, -0.22], [-0.04, 0.11, -0.11], [-0.10, -0.25, -0.10], [-0.83, 0.74, -0.17], [-0.50, 0.35, 0.63], [0.21, -0.10, 0.23], [0.13, 0.19, 0.33], [0.52, 0.29, -0.41], [-0.68, 0.01, 0.12], [-0.33, -0.21, 0.03], [0.54, -0.72, 0.09], [-0.05, -0.33, -0.31], [-0.12, 0.35, -0.09], [-0.32, 0.00, -0.12], [0.23, -0.93, 0.48], [0.02, 0.06, 0.12], [-0.04, 0.02, 0.28], [-0.03, -0.30, -0.14], [-0.44, 0.01, 0.00], [-0.18, 0.23, -0.48], [-0.11, 0.45, 0.29], [0.13, -0.02, -0.25], [-0.11, 0.57, 0.22], [0.20, 0.05, -0.11], [0.00, 0.13, 0.13], [0.11, 0.10, 0.14], [0.13, -0.04, -0.19], [0.05, 0.10, 0.30], [0.32, -0.23, -0.07], [0.09, 0.03, -0.13], [-0.10, -0.46, 0.27], [-0.34, 0.34, -0.44], [0.17, 0.20, 0.07], [-0.01, 0.18, 0.15], [-0.03, -0.19, -0.05], [0.16, 0.09, 0.05], [-0.34, -0.21, -0.04], [0.36, -0.13, -0.33]],
  "lumo_ev": -0.86,
  "smiles": "Cc1ccc(C(SC(=S)N2CCCCC2)c2ccc(C)c(F)c2)cc1F",
  "gap_ha": 0.256,
  "charge": 0
}

No. 2
{
  "formula": "C21H23F3N4O4S",
  "method": "ωB97M-V with the def2-TZVPD basis set",
  "symbols": ["C", "N", "C", "C", "O", "N", "C", "C", "C", "C", "S", "O", "O", "N", "C", "C", "C", "C", "C", "C", "C", "C", "O", "N", "C", "C", "C", "C", "F", "C", "F", "C", "F", "H", "H", "H", "H", "H", "H", "H", "H", "H", "H", "H", "H", "H", "H", "H", "H", "H", "H", "H", "H", "H", "H", "H"],
  "xyz": [[5.521, -1.381, -0.020], [4.303, -0.630, 0.267], [3.873, 0.027, -0.727], [2.352, 0.372, -0.171], [1.711, -0.103, 0.679], [1.754, 1.215, -1.151], [0.324, 1.321, -1.510], [-0.610, 1.227, -0.523], [-1.704, 1.768, -0.706], [-2.304, 2.404, -1.651], [-3.903, 3.070, -1.816], [-4.165, 3.653, -0.636], [-3.871, 3.912, -3.012], [-4.806, 1.524, -1.945], [-4.667, 1.013, -3.555], [-6.161, 0.848, -3.593], [-6.790, 1.688, -2.645], [-6.030, 1.603, -1.615], [-1.142, 2.923, -2.501], [0.084, 2.497, -2.461], [4.451, 0.002, 1.545], [4.363, -0.948, 2.711], [5.282, -1.137, 3.482], [3.274, -1.545, 2.659], [2.754, -2.426, 3.560], [3.199, -3.119, 4.566], [2.597, -4.085, 5.374], [1.372, -4.482, 4.956], [0.793, -5.544, 5.661], [0.654, -4.215, 3.955], [-0.490, -4.623, 3.476], [1.397, -3.298, 3.082], [0.939, -2.694, 1.738], [5.307, -1.964, -0.892], [5.840, -1.917, 0.769], [6.291, -0.708, -0.178], [4.309, 1.030, -0.853], [3.726, -0.448, -1.776], [2.297, 1.431, -2.118], [-0.237, 0.493, 0.476], [-2.678, 1.293, 0.040], [-4.109, 0.374, -3.305], [-4.222, 1.869, -4.007], [-6.373, 1.446, -4.747], [-6.367, -0.093, -3.431], [-6.787, 2.819, -2.978], [-7.864, 1.193, -2.501], [-6.086, 0.633, -1.117], [-6.072, 2.425, -0.827], [-1.456, 3.424, -3.504], [0.749, 2.612, -3.194], [5.498, 0.345, 1.641], [3.888, 0.854, 1.832], [2.685, -1.241, 1.873], [4.224, -2.451, 4.890], [3.082, -4.256, 6.435]],
  "forces_ev_per_a": [[-2.34, 0.97, -1.72], [3.99, -6.12, 5.77], [-6.10, 5.17, -4.26], [0.87, 2.38, -7.58], [-0.71, -1.59, 3.24], [0.01, -0.42, -3.81], [3.20, 5.38, 1.18], [10.51, -7.45, 3.98], [-14.36, -1.71, 5.81], [4.55, 4.12, -5.46], [1.99, -4.13, -7.59], [-2.63, 3.48, 7.39], [-0.46, -1.21, 0.79], [12.90, 3.25, -3.92], [-7.98, 10.26, 2.36], [2.45, 4.65, -9.14], [-10.34, 3.69, -6.72], [-1.02, -0.40, 13.29], [-6.83, 1.41, -3.77], [0.09, -5.77, 4.27], [3.19, 0.68, 0.61], [5.19, 2.12, -0.73], [0.50, 0.21, 0.85], [-6.26, -2.60, -0.09], [-7.51, -4.84, -4.54], [6.38, 2.96, 4.70], [1.57, 1.42, 1.45], [2.03, -5.82, 8.15], [0.21, 0.60, 0.43], [-0.35, 6.62, -10.69], [-0.74, -1.10, 0.78], [1.49, 4.56, -1.31], [0.46, -2.30, 3.82], [0.28, -0.61, -0.42], [0.63, -2.35, 2.71], [1.88, 1.58, -0.88], [0.36, 0.29, -0.61], [0.45, 0.25, 2.02], [-0.99, -0.90, 3.59], [-1.72, 2.53, -3.12], [2.85, 1.45, -1.26], [7.69, -10.01, 1.86], [0.08, 0.24, -0.98], [-0.25, -2.94, 2.85], [-1.63, -5.04, -0.08], [-0.64, -2.09, 0.18], [1.75, 1.92, -0.20], [-1.59, -0.35, 0.95], [-0.77, -1.14, -0.43], [0.52, -0.08, 2.17], [2.64, 1.10, -2.77], [-0.11, 0.30, -0.18], [-1.16, 0.83, -0.61], [-0.44, -0.50, 0.39], [-2.37, -2.70, -0.14], [-1.41, -0.26, -2.57]],
  "lumo_ev": -0.34,
  "smiles": "CN(CC(=O)Nc1ccc(S(=O)(=O)N2CCCC2)cc1)CC(=O)Nc1ccc(F)c(F)c1F",
  "e_above_lowest_ev": 19.5828,
  "gap_ha": 0.307,
  "charge": 0
}

No. 3
{
  "formula": "C21H23FN4O",
  "method": "ωB97M-V with the def2-TZVPD basis set",
  "symbols": ["H", "N", "C", "C", "C", "C", "C", "C", "C", "C", "F", "C", "C", "N", "C", "C", "C", "C", "O", "N", "C", "C", "C", "N", "C", "C", "C", "C", "H", "H", "H", "H", "H", "H", "H", "H", "H", "H", "H", "H", "H", "H", "H", "H", "H", "H", "H", "H", "H", "H"],
  "xyz": [[-4.296, 1.048, -2.152], [-3.429, 0.656, -2.385], [-3.027, 0.031, -1.305], [-1.742, -0.834, -1.267], [-0.797, -0.776, -0.207], [0.354, -1.526, -0.169], [1.225, -1.422, 0.915], [1.435, -2.573, 1.694], [1.990, -2.442, 2.988], [2.392, -1.164, 3.441], [2.889, -1.105, 4.728], [2.225, -0.009, 2.712], [1.654, -0.160, 1.436], [1.452, 0.908, 0.609], [2.362, 2.001, 0.392], [3.890, 1.781, 0.073], [2.164, 2.970, 1.541], [2.525, 2.478, 2.980], [3.215, 3.198, 3.721], [2.598, 1.171, 3.424], [0.726, -2.411, -1.175], [-0.044, -2.345, -2.332], [-1.284, -1.560, -2.357], [-1.918, -1.499, -3.557], [-1.120, -1.349, -4.855], [-3.721, 0.028, 0.027], [-5.231, 0.500, -0.032], [-4.127, 1.335, 0.591], [-1.006, -0.156, 0.635], [0.999, -3.439, 1.210], [2.268, -3.300, 3.507], [0.794, 0.737, -0.151], [2.030, 2.555, -0.513], [4.356, 1.190, 0.787], [3.830, 1.150, -0.856], [4.369, 2.791, 0.036], [2.470, 3.987, 1.380], [1.083, 3.085, 1.534], [3.117, 1.074, 4.314], [1.635, -3.020, -1.208], [0.209, -2.907, -3.269], [-2.671, -0.776, -3.588], [-1.029, -2.297, -5.342], [-1.691, -0.599, -5.473], [-0.083, -1.042, -4.747], [-3.258, -0.619, 0.763], [-5.653, 0.758, -0.962], [-5.803, 0.021, 0.707], [-3.982, 2.336, 0.093], [-4.345, 1.543, 1.667]],
  "forces_ev_per_a": [[-1.60, 1.12, 0.02], [2.26, -2.26, 1.80], [1.15, -0.25, -0.74], [0.59, 0.86, 0.18], [-1.63, -0.47, -0.76], [-0.34, -0.21, -1.57], [1.78, 0.23, 4.98], [-0.02, 1.72, 0.48], [0.32, 1.60, -1.91], [-0.64, -2.64, 0.24], [-0.20, 0.29, -1.04], [0.27, 0.04, 1.19], [0.17, -0.57, -0.57], [-0.40, 0.77, -1.42], [1.19, 1.41, -0.04], [-2.43, 0.02, -1.48], [-2.03, -0.59, 1.53], [4.29, 0.64, 0.51], [-1.65, 0.88, -0.77], [-1.38, -0.67, -1.90], [-1.01, 0.29, -2.71], [-1.22, -0.05, 0.03], [1.95, -0.80, -1.04], [-0.73, 1.40, -2.62], [-1.43, 0.43, 0.96], [-0.44, 1.01, -0.84], [2.92, -0.67, 1.68], [-2.04, 3.11, 0.06], [-0.13, 0.41, 0.54], [0.40, -0.57, 0.77], [0.17, -1.17, 1.21], [0.70, 0.04, 0.34], [-0.26, -0.45, 0.56], [0.98, -1.00, 1.58], [0.84, 1.04, 0.44], [-0.29, -1.06, -0.48], [1.05, 0.25, 0.25], [-0.40, 0.06, 0.25], [-0.63, 0.07, -1.02], [-0.31, 0.40, 0.50], [-0.24, 0.54, 1.16], [0.98, -0.94, 0.38], [-0.41, -0.60, -0.58], [0.76, -0.96, 0.45], [0.01, 0.55, 0.57], [-0.78, -0.54, -0.21], [-0.38, 0.02, -0.79], [-1.11, -0.55, 0.40], [0.47, -1.40, 0.20], [0.88, -0.76, -0.77]],
  "lumo_ev": 0.32,
  "smiles": "[H]/N=C(/c1cc(-c2ccc(F)c3c2N[C@H](C)CC(=O)N3)ccc1NC)C1CC1",
  "e_above_lowest_ev": 3.9460,
  "gap_ha": 0.287,
  "charge": 0
}

No. 4
{
  "formula": "C21H23N3O2",
  "method": "ωB97M-V with the def2-TZVPD basis set",
  "symbols": ["C", "C", "C", "C", "O", "N", "C", "C", "C", "C", "C", "N", "N", "C", "C", "O", "C", "C", "C", "C", "C", "C", "C", "C", "C", "C", "H", "H", "H", "H", "H", "H", "H", "H", "H", "H", "H", "H", "H", "H", "H", "H", "H", "H", "H", "H", "H", "H", "H"],
  "xyz": [[-2.113, -1.804, -2.349], [-1.488, -1.343, -3.661], [-0.314, -2.225, -4.106], [0.834, -2.086, -3.124], [1.616, -1.159, -3.150], [0.914, -3.086, -2.213], [1.799, -3.005, -1.065], [1.033, -2.508, 0.138], [0.711, -1.157, 0.171], [-0.067, -0.626, 1.192], [-0.433, 0.799, 1.204], [-1.687, 1.056, 1.396], [-2.136, 2.305, 1.387], [-3.557, 2.461, 1.602], [-1.377, 3.435, 1.155], [-1.900, 4.535, 1.126], [0.052, 3.170, 0.979], [0.932, 4.239, 0.802], [2.282, 4.007, 0.679], [2.774, 2.705, 0.753], [1.920, 1.640, 0.925], [0.538, 1.850, 1.017], [-0.539, -1.479, 2.185], [-0.211, -2.819, 2.159], [0.572, -3.359, 1.144], [0.897, -4.823, 1.153], [-2.972, -1.183, -2.106], [-2.453, -2.836, -2.425], [-1.404, -1.729, -1.527], [-2.249, -1.353, -4.445], [-1.131, -0.317, -3.553], [-0.634, -3.266, -4.187], [0.035, -1.884, -5.081], [0.161, -3.754, -2.158], [2.580, -2.289, -1.335], [2.251, -3.983, -0.891], [1.049, -0.524, -0.637], [-3.735, 3.023, 2.520], [-3.994, 3.017, 0.772], [-3.996, 1.470, 1.673], [0.519, 5.236, 0.773], [2.965, 4.832, 0.539], [3.837, 2.531, 0.678], [2.312, 0.637, 1.001], [-1.156, -1.079, 2.974], [-0.577, -3.469, 2.942], [0.420, -5.311, 2.000], [1.972, -4.979, 1.233], [0.552, -5.309, 0.241]],
  "forces_ev_per_a": [[0.03, 0.19, -0.16], [-0.03, -0.16, 0.05], [-0.01, 0.37, 0.01], [-0.29, -0.45, -0.43], [0.16, 0.46, 0.03], [0.10, -0.45, 0.20], [0.03, 0.09, 0.03], [0.06, -0.01, 0.07], [-0.09, -0.01, 0.20], [0.05, -0.37, 0.02], [-0.49, 0.28, 0.06], [0.42, -0.98, -0.08], [0.14, 0.54, -0.02], [-0.29, 0.21, 0.02], [-0.12, -0.14, 0.03], [0.01, 0.16, 0.00], [0.33, -0.28, -0.05], [-0.09, 0.02, 0.01], [-0.08, 0.06, 0.00], [0.01, -0.08, 0.01], [0.01, -0.04, 0.00], [-0.10, 0.62, 0.01], [0.09, 0.10, -0.06], [-0.04, -0.01, -0.04], [0.01, 0.13, -0.02], [0.04, 0.04, 0.00], [-0.09, 0.01, 0.09], [-0.05, -0.13, 0.04], [0.00, -0.03, 0.12], [0.05, 0.07, -0.02], [-0.02, 0.03, -0.09], [-0.01, -0.04, -0.02], [0.08, -0.10, 0.05], [0.00, 0.10, -0.12], [-0.04, -0.18, 0.06], [0.03, 0.11, 0.00], [0.08, 0.09, -0.11], [-0.05, 0.00, -0.05], [-0.03, -0.02, 0.07], [0.08, 0.05, -0.01], [-0.02, 0.08, -0.01], [0.04, 0.07, -0.01], [0.07, -0.03, 0.00], [0.04, -0.04, -0.02], [-0.06, 0.04, 0.09], [-0.03, -0.07, 0.08], [-0.01, -0.07, 0.02], [0.05, -0.11, -0.01], [0.01, -0.12, -0.05]],
  "lumo_ev": 0.41,
  "smiles": "CCCC(=O)NCc1cc(-c2nn(C)c(=O)c3ccccc23)ccc1C",
  "e_above_lowest_ev": 0.3607,
  "gap_ha": 0.319,
  "charge": 0
}

no.,DFT total energy (Ha),E_HOMO (eV)
1,-1864.83240,-7.8418
2,-2031.09751,-8.7036
3,-1208.04223,-7.4982
4,-1128.82361,-8.2826